# C4H9N

An isolated molecule of C4H9N (wB97M-V/def2-TZVPD, the OMol25 dataset).

Geometry (Å):
C (0.87388, 1.28500, -1.81602)
C (0.83360, 0.34644, -0.63527)
C (-0.31187, -0.24509, -0.27501)
C (-0.77439, -0.30810, 1.17109)
N (-0.27524, -1.60907, 1.76132)
H (1.22721, 2.27025, -1.51564)
H (1.61248, 0.98387, -2.57346)
H (-0.09351, 1.31027, -2.29154)
H (1.71061, 0.26098, 0.00113)
H (-1.04060, -0.57594, -1.01103)
H (-0.37783, 0.50139, 1.77220)
H (-1.86363, -0.32752, 1.15082)
H (-0.52962, -1.59755, 2.75526)
H (-0.99111, -2.29492, 1.50615)

The structure (SMILES) is C/C=C/CN. The net charge is 0. The value obtained for the HOMO energy is -8.50 eV. The molecular weight comes out at 71.12 g mol⁻¹. As for the energy above the lowest of the compared OMol25 structures with the same formula, charge and spin: 36.4 kcal/mol. The calculation puts the HOMO-LUMO gap at 9.52 eV.